# 1
{"formula": "C54H66F9IN2O29P", "method": "ωB97M-V/def2-TZVPD", "symbols": ["C", "C", "C", "F", "C", "C", "C", "C", "C", "C", "C", "C", "C", "C", "C", "C", "C", "C", "O", "N", "C", "C", "C", "C", "C", "C", "C", "C", "C", "C", "O", "O", "C", "C", "C", "I", "N", "P", "O", "O", "H", "H", "H", "H", "H", "H", "H", "H", "H", "H", "H", "H", "H", "H", "H", "H", "H", "H", "H", "H", "H", "H", "H", "H", "H", "H", "H", "H", "H", "H", "H", "H", "H", "H", "H", "H", "H", "H", "H", "H", "H", "H", "C", "C", "O", "C", "O", "O", "F", "H", "H", "H", "C", "C", "O", "C", "O", "O", "F", "H", "H", "H", "C", "C", "O", "C", "O", "O", "F", "H", "H", "H", "C", "C", "O", "C", "O", "O", "F", "H", "H", "H", "C", "C", "O", "C", "O", "O", "F", "H", "H", "H", "C", "C", "O", "C", "O", "O", "F", "H", "H", "H", "C", "C", "O", "C", "O", "O", "F", "H", "H", "H", "C", "C", "O", "C", "O", "O", "F", "H", "H", "H"], "positions_angstrom": [[1.060, -3.044, 5.663], [0.189, -1.899, 6.448], [-0.924, -1.118, 5.527], [-1.572, 0.022, 6.278], [-0.430, -0.717, 4.019], [-1.495, 0.151, 3.064], [-2.597, -0.846, 2.375], [-3.690, -0.115, 1.398], [-3.951, -0.857, -0.040], [-3.326, -2.288, -0.538], [-3.652, -2.971, -2.023], [-4.683, -2.223, -3.093], [-5.344, -0.795, -2.574], [-4.985, -0.097, -1.100], [-0.410, 0.959, 2.120], [-0.558, 2.501, 2.750], [-0.366, 3.504, 1.425], [0.399, 4.911, 1.782], [-0.398, 6.002, 1.953], [1.892, 5.099, 1.954], [2.674, 4.780, 0.699], [2.045, 4.600, -0.813], [3.027, 4.206, -2.084], [4.672, 3.975, -1.942], [5.310, 4.200, -0.445], [4.331, 4.588, 0.815], [1.083, 0.218, 2.274], [1.241, -1.158, 1.349], [0.298, -1.174, 0.008], [0.732, -0.014, -1.112], [1.939, 0.064, -1.686], [-0.245, 1.049, -1.508], [2.259, 1.295, 1.871], [3.798, 0.761, 2.085], [4.583, 0.408, 0.662], [5.029, 2.046, 3.384], [0.966, -0.208, 3.757], [1.815, 0.805, 4.949], [2.955, -0.081, 5.918], [0.766, 1.829, 5.873], [0.796, -4.101, 6.148], [0.833, -3.152, 4.521], [2.226, -2.922, 5.809], [0.831, -1.103, 7.033], [-0.432, -2.476, 7.288], [-1.815, -1.900, 5.377], [-0.507, -1.775, 3.472], [-2.105, 0.729, 3.877], [-2.009, -1.736, 1.894], [-3.222, -1.320, 3.275], [-4.739, -0.118, 1.968], [-3.395, 1.031, 1.311], [-2.619, -2.906, 0.159], [-3.158, -4.004, -2.349], [-4.928, -2.706, -4.154], [-6.111, -0.237, -3.278], [-5.487, 0.937, -0.784], [-0.828, 1.141, 1.043], [-1.632, 2.729, 3.154], [0.313, 2.784, 3.478], [-1.396, 3.715, 0.894], [0.323, 2.946, 0.630], [2.058, 6.119, 2.199], [0.890, 4.752, -0.998], [2.526, 4.081, -3.139], [5.344, 3.664, -2.857], [6.479, 4.046, -0.298], [4.860, 4.732, 1.872], [2.357, -1.316, 0.956], [0.993, -2.147, 1.945], [-0.845, -1.017, 0.198], [0.460, -2.226, -0.526], [-1.145, 0.642, -1.697], [2.192, 2.328, 2.426], [2.157, 1.548, 0.710], [3.711, -0.283, 2.653], [4.419, -0.757, 0.475], [4.230, 1.068, -0.240], [5.744, 0.518, 0.897], [1.576, -1.080, 3.751], [3.708, 0.569, 6.106], [-0.131, 1.968, 5.452], [-0.957, -6.377, -1.092], [0.467, -6.257, -0.668], [0.471, -5.110, 0.152], [-0.779, -5.057, 0.693], [-1.078, -4.373, 1.658], [-1.654, -5.870, 0.028], [1.269, -6.023, -1.730], [-1.189, -5.767, -1.972], [-1.243, -7.412, -1.298], [0.840, -7.116, -0.100], [-4.711, -1.133, 6.859], [-5.628, -0.101, 6.297], [-6.910, -0.588, 6.622], [-6.737, -1.305, 7.768], [-7.647, -1.650, 8.504], [-5.417, -1.584, 7.997], [-5.523, -0.045, 4.950], [-4.548, -1.973, 6.175], [-3.739, -0.717, 7.140], [-5.495, 0.899, 6.723], [3.177, -2.725, -3.299], [4.266, -2.726, -4.316], [4.902, -3.968, -4.115], [3.927, -4.794, -3.642], [4.017, -6.010, -3.609], [2.832, -4.093, -3.216], [5.161, -1.744, -4.066], [3.514, -2.376, -2.317], [2.318, -2.122, -3.609], [3.914, -2.655, -5.350], [2.174, 8.405, -4.418], [2.581, 7.313, -5.347], [2.179, 6.141, -4.674], [1.106, 6.514, -3.922], [0.319, 5.731, -3.416], [1.013, 7.875, -3.811], [3.924, 7.280, -5.495], [2.926, 8.609, -3.648], [1.950, 9.337, -4.945], [2.098, 7.356, -6.330], [2.174, 7.729, -11.102], [3.275, 7.317, -10.185], [2.921, 7.912, -8.957], [1.560, 7.979, -8.976], [0.871, 8.177, -7.989], [1.060, 7.790, -10.235], [4.456, 7.839, -10.585], [2.341, 8.714, -11.549], [2.008, 7.004, -11.904], [3.370, 6.234, -10.056], [-8.977, -1.334, -5.275], [-8.519, -1.316, -6.693], [-7.210, -1.835, -6.623], [-7.218, -2.673, -5.549], [-6.360, -3.512, -5.329], [-8.310, -2.466, -4.752], [-8.450, -0.049, -7.161], [-8.669, -0.443, -4.718], [-10.061, -1.444, -5.189], [-9.123, -1.931, -7.368], [-2.601, -9.417, -3.995], [-4.085, -9.298, -4.046], [-4.341, -8.080, -3.384], [-3.233, -7.318, -3.604], [-3.186, -6.112, -3.428], [-2.182, -8.069, -4.055], [-4.674, -10.294, -3.346], [-2.243, -9.867, -3.062], [-2.200, -9.990, -4.836], [-4.498, -9.260, -5.060], [6.443, -0.392, 9.205], [7.643, 0.294, 8.647], [7.147, 0.946, 7.500], [5.840, 1.211, 7.780], [5.152, 2.000, 7.154], [5.395, 0.490, 8.854], [8.575, -0.604, 8.257], [6.263, -1.370, 8.746], [6.503, -0.518, 10.289], [8.094, 1.030, 9.322]], "spin_multiplicity": 1, "e_tot_ha": -5925.5278, "e_homo_ev": -9.9, "orbital_gap_ev": 7.274, "charge": 1}


# 2
{"formula": "C44H34N9OPPd", "method": "ωB97M-V/def2-TZVPD", "symbols": ["Pd", "C", "O", "C", "C", "C", "C", "C", "C", "C", "N", "C", "C", "N", "C", "C", "C", "C", "N", "C", "C", "N", "C", "C", "C", "C", "H", "H", "H", "H", "H", "H", "H", "H", "H", "H", "H", "H", "H", "H", "N", "C", "N", "C", "N", "C", "C", "N", "C", "C", "N", "H", "H", "H", "H", "H", "C", "C", "C", "C", "C", "C", "P", "C", "C", "C", "C", "C", "C", "C", "C", "C", "C", "C", "C", "H", "H", "H", "H", "H", "H", "H", "H", "H", "H", "H", "H", "H", "H", "H"], "positions_angstrom": [[1.768, 1.147, -1.201], [-11.334, -3.430, 0.334], [-10.022, -4.002, -0.019], [-8.945, -3.340, -0.083], [-8.849, -1.917, 0.180], [-7.656, -1.311, 0.075], [-6.462, -2.055, -0.298], [-6.581, -3.485, -0.546], [-7.768, -4.098, -0.445], [-5.239, -1.469, -0.440], [-4.092, -2.138, -0.809], [-3.142, -1.259, -0.872], [-3.645, 0.070, -0.533], [-4.929, -0.098, -0.268], [-2.818, 1.226, -0.579], [-3.275, 2.538, -0.371], [-2.397, 3.581, -0.546], [-1.091, 3.281, -0.932], [-0.637, 2.042, -1.114], [-1.465, 1.018, -0.936], [-0.916, -0.334, -1.204], [0.391, -0.440, -1.525], [0.832, -1.603, -2.003], [0.044, -2.745, -2.100], [-1.261, -2.682, -1.675], [-1.755, -1.449, -1.240], [-12.004, -4.280, 0.316], [-11.608, -2.700, -0.424], [-11.271, -3.002, 1.332], [-9.734, -1.361, 0.454], [-7.597, -0.249, 0.274], [-5.691, -4.033, -0.817], [-7.895, -5.158, -0.627], [-5.581, 0.627, -0.005], [-4.303, 2.737, -0.093], [-2.705, 4.609, -0.417], [-0.383, 4.081, -1.117], [1.862, -1.617, -2.322], [0.469, -3.658, -2.492], [-1.909, -3.548, -1.705], [5.372, 1.014, -4.164], [4.286, 0.287, -3.876], [3.603, 0.883, -2.915], [4.349, 1.999, -2.665], [5.426, 2.109, -3.405], [3.976, 2.998, -1.666], [4.724, 4.166, -1.485], [4.382, 5.089, -0.608], [3.282, 4.885, 0.108], [2.525, 3.736, -0.034], [2.881, 2.796, -0.920], [6.088, 0.844, -4.858], [4.043, -0.634, -4.380], [5.609, 4.332, -2.087], [3.000, 5.646, 0.825], [1.654, 3.544, 0.577], [7.239, 1.571, 0.851], [6.889, 0.351, 0.294], [5.560, -0.047, 0.258], [4.563, 0.780, 0.779], [4.931, 1.999, 1.360], [6.258, 2.391, 1.395], [2.804, 0.345, 0.714], [2.654, -1.452, 0.742], [3.187, -2.211, -0.305], [3.164, -3.594, -0.250], [2.593, -4.233, 0.845], [2.047, -3.488, 1.880], [2.078, -2.100, 1.835], [2.063, 0.991, 2.219], [2.775, 0.918, 3.420], [2.193, 1.371, 4.594], [0.909, 1.902, 4.577], [0.196, 1.970, 3.386], [0.771, 1.512, 2.211], [8.277, 1.874, 0.885], [7.654, -0.306, -0.096], [5.325, -1.019, -0.146], [4.185, 2.633, 1.821], [6.529, 3.329, 1.860], [3.651, -1.712, -1.148], [3.609, -4.178, -1.045], [2.591, -5.314, 0.898], [1.620, -3.986, 2.740], [1.672, -1.529, 2.660], [3.778, 0.512, 3.442], [2.745, 1.315, 5.522], [0.465, 2.265, 5.494], [-0.802, 2.387, 3.380], [0.222, 1.561, 1.276]], "spin_multiplicity": 1, "de_lowest_kj_mol": 41.8, "e_tot_ha": -2733.0946, "e_homo_ev": [-17.3, -17.3], "orbital_gap_ev": [3.738, 3.691], "charge": 4}


# 3
{"formula": "C7H6", "method": "ωB97M-V/def2-TZVPD", "symbols": ["C", "C", "C", "C", "C", "C", "C", "H", "H", "H", "H", "H", "H"], "positions_angstrom": [[-2.959, -1.508, 0.111], [-2.338, -0.481, -0.006], [-2.062, 0.910, -0.261], [-0.978, 1.590, 0.146], [0.385, 1.041, 0.292], [0.841, -0.233, 0.118], [0.969, -1.469, -0.298], [-3.314, -2.663, 0.599], [-2.962, 1.348, -0.810], [-0.782, 2.629, -0.027], [1.082, 1.858, 0.124], [1.588, -2.252, 0.122], [0.214, -1.798, -1.090]], "spin_multiplicity": 1, "de_lowest_kj_mol": 365.0, "e_tot_ha": -270.0971, "smiles": "C#C/C=C\\C=C=C", "e_homo_ev": -8.1, "orbital_gap_ev": 8.037, "charge": 0}


# 4
{"formula": "C11H22ClNO5", "method": "ωB97M-V/def2-TZVPD", "symbols": ["C", "C", "C", "C", "N", "C", "O", "O", "C", "Cl", "C", "O", "O", "H", "H", "H", "H", "H", "H", "H", "H", "H", "H", "H", "H", "H", "H", "C", "C", "C", "O", "C", "H", "H", "H", "H", "H", "H", "H", "H"], "positions_angstrom": [[0.831, -2.769, 1.058], [0.560, -1.267, 0.966], [-0.495, -1.001, -0.095], [-0.852, 0.458, -0.246], [-1.517, 1.023, 0.950], [-2.514, 0.203, 1.536], [-2.635, 0.055, 2.747], [-3.378, -0.378, 0.639], [-4.079, -1.495, 1.117], [-5.595, -0.965, 1.890], [-4.412, -2.422, -0.046], [-3.430, -3.438, -0.157], [-2.764, -3.279, -1.430], [1.488, -2.996, 1.889], [-0.111, -3.283, 1.217], [1.315, -3.136, 0.160], [1.475, -0.762, 0.680], [0.231, -0.924, 1.940], [-1.359, -1.635, 0.053], [-0.062, -1.309, -1.046], [-1.404, 0.627, -1.168], [0.085, 0.991, -0.357], [-1.989, 1.876, 0.672], [-3.495, -2.041, 1.845], [-5.350, -2.912, 0.187], [-4.494, -1.865, -0.967], [-1.862, -3.533, -1.208], [4.151, 3.586, -0.652], [4.179, 2.596, -1.815], [3.226, 1.516, -1.321], [2.261, 2.175, -0.498], [2.694, 3.509, -0.217], [4.456, 4.594, -0.926], [4.804, 3.238, 0.151], [3.781, 3.066, -2.717], [5.171, 2.211, -2.041], [3.752, 0.770, -0.713], [2.711, 1.000, -2.132], [2.072, 4.206, -0.789], [2.555, 3.713, 0.845]], "spin_multiplicity": 1, "e_tot_ha": -1323.3626, "smiles": "CCCCNC(=O)O[C@@H](Cl)COO.C1CCOC1", "e_homo_ev": -9.8, "orbital_gap_ev": 10.474, "charge": 0}


# 5
{"formula": "C8H17FN3O5PS", "method": "ωB97M-V/def2-TZVPD", "symbols": ["C", "N", "C", "P", "O", "O", "O", "C", "N", "C", "O", "C", "N", "O", "C", "S", "C", "C", "F", "H", "H", "H", "H", "H", "H", "H", "H", "H", "H", "H", "H", "H", "H", "H", "H", "H"], "positions_angstrom": [[-1.479, -1.104, -0.542], [-0.767, -0.359, -1.591], [-0.065, -1.328, -2.441], [0.366, -0.654, -4.100], [1.527, 0.252, -4.103], [0.750, -1.953, -5.030], [-0.880, 0.126, -4.812], [0.198, 0.653, -1.071], [-0.284, 1.981, -1.440], [0.572, 0.502, 0.431], [1.840, 1.249, 0.604], [1.643, 2.495, 0.946], [1.382, 3.540, 1.275], [-0.358, 1.103, 1.297], [-0.690, 0.276, 2.402], [-2.406, 0.667, 3.006], [0.300, 0.565, 3.597], [0.811, -0.750, 4.252], [1.668, -0.377, 5.296], [-2.232, -1.744, -1.050], [-2.026, -0.468, 0.172], [-0.789, -1.826, -0.030], [-0.700, -2.228, -2.545], [0.881, -1.628, -1.928], [1.631, -1.759, -5.391], [-1.433, -0.528, -5.276], [1.141, 0.503, -1.639], [0.526, 2.549, -1.683], [-0.826, 2.425, -0.703], [0.831, -0.529, 0.737], [-0.724, -0.805, 2.154], [-2.846, -0.524, 3.516], [-0.228, 1.217, 4.311], [1.210, 1.098, 3.259], [-0.008, -1.394, 4.613], [1.464, -1.247, 3.508]], "spin_multiplicity": 1, "e_tot_ha": -1694.9046, "smiles": "CN(CP(=O)(O)O)[C@@H](N)[C@@H](OC#N)O[C@H](S)CCF", "e_homo_ev": -9.6, "orbital_gap_ev": 9.733, "charge": 0}


# 6
{"formula": "C5H13N", "method": "ωB97M-V/def2-TZVPD", "symbols": ["C", "C", "C", "H", "H", "H", "H", "H", "H", "H", "H", "C", "C", "N", "H", "H", "H", "H", "H"], "positions_angstrom": [[-1.852, -0.125, 0.362], [-1.748, -1.034, -0.866], [-0.934, -0.400, -1.974], [-2.215, 0.950, 0.220], [-2.541, -0.486, 1.132], [-0.858, -0.035, 0.735], [-1.342, -1.977, -0.475], [-2.612, -1.444, -1.266], [-1.540, -0.178, -2.826], [-0.240, -1.129, -2.367], [-0.363, 0.409, -1.531], [2.007, 1.467, 1.588], [1.411, -0.531, 0.397], [1.318, 0.733, 0.443], [1.653, 2.498, 1.405], [1.538, 1.051, 2.437], [3.138, 1.357, 1.585], [0.797, -1.200, -0.251], [2.056, -1.210, 1.053]], "s2": 0.7619, "spin_multiplicity": 2, "de_lowest_kj_mol": 322.3, "e_tot_ha": -252.6303, "e_homo_ev": [-14.8, -14.7], "orbital_gap_ev": [9.299, 5.416], "charge": 1}